Record 1
Here is an isolated molecule of C21H22N6O at a distorted geometry from the OMol25 dataset. Energies are from ωB97M-V with the def2-TZVPD basis set.

Atoms and positions in Å:
C1 -2.6529 -1.3376 1.5057
C2 -2.6234 0.2412 1.4886
N1 -1.3268 0.7464 1.6214
C3 -0.8528 1.4630 0.4147
C4 0.3915 0.7342 0.0183
N2 0.8666 0.8968 -1.4441
C5 1.8593 1.9552 -1.8085
C6 0.8615 -0.1904 -2.3050
C7 0.6050 -0.0695 -3.6984
C8 0.4992 -1.1710 -4.5439
C9 0.2110 -1.0920 -5.9613
N3 0.0415 -1.3698 -7.0709
C10 0.5536 -2.3733 -3.9705
C11 0.7432 -2.4691 -2.5541
N4 0.8791 -1.4173 -1.7439
C12 -0.6484 0.6136 2.8133
O1 -1.1319 -0.2035 3.6587
C13 0.2793 1.7889 3.2753
C14 -0.4174 2.9969 3.4596
C15 0.3314 4.1435 3.8270
C16 1.7699 4.0839 3.8248
C17 2.4156 2.8547 3.5697
C18 1.7066 1.6498 3.3189
N5 2.3911 0.5066 2.9901
C19 3.4947 0.4909 2.2051
C20 3.8609 -0.9007 2.1343
N6 2.9667 -1.7213 2.8274
C21 2.1798 -0.8132 3.3371
H1 -1.6631 -1.7018 1.1336
H2 -2.8360 -1.6956 2.5182
H3 -3.4903 -1.6743 0.8418
H4 -2.9748 0.6560 0.5505
H5 -3.2737 0.4233 2.3695
H6 -1.5391 1.4987 -0.4396
H7 -0.5914 2.3909 0.8334
H8 0.3347 -0.3563 0.4092
H9 1.1420 1.1869 0.6424
H10 1.3260 2.8954 -1.8925
H11 2.2801 1.7914 -2.8285
H12 2.6087 2.0541 -0.9782
H13 0.4737 0.9381 -4.1019
H14 0.3481 -3.2946 -4.4916
H15 0.8022 -3.4382 -2.0900
H16 -1.4766 3.0718 3.3218
H17 -0.2900 5.0726 4.0101
H18 2.3966 4.9639 4.1524
H19 3.4892 2.7389 3.7540
H20 3.9311 1.3846 1.7560
H21 4.7708 -1.2743 1.6893
H22 1.4367 -1.2094 4.1094

LUMO, eV: 0.15
Gap between HOMO and LUMO, eV: 8.7
HOMO energy, eV: -8.6
E_tot, eV: -33118.7619
Energy relative to the best compared isomer or geometry (same formula, charge and spin), kcal per mole: 80.9
Charge: 0

---

Record 2
Here is a cluster of 2 separate species, C37H44N3 in total at a distorted geometry from the OMol25 dataset. Energies are from ωB97M-V with the def2-TZVPD basis set.

Atoms and positions in Å:
C1 -4.5441 -4.9991 1.9556
C2 -4.2196 -6.4884 1.8462
N1 -2.8283 -6.7251 1.3949
C3 -2.5870 -7.9660 0.6366
C4 -1.1787 -8.5104 0.8711
C5 -0.1127 -7.4229 0.6642
C6 -0.4481 -6.1412 1.3653
C7 -1.7948 -5.8315 1.6791
C8 -2.0813 -4.6125 2.3282
C9 -1.0599 -3.7605 2.6463
C10 0.2864 -4.0793 2.4037
C11 1.3072 -3.2694 2.9844
C12 1.0131 -2.0351 3.5625
C13 1.6115 -1.5730 4.7172
C14 1.1833 -0.4040 5.4121
C15 0.4701 0.6288 4.7791
C16 0.0669 1.7516 5.4624
C17 0.3364 1.8709 6.8450
N2 -0.0433 3.0161 7.5493
C18 -0.7812 4.1245 6.9059
C19 -0.4830 4.2159 5.4102
C20 -0.6487 2.8476 4.7324
C21 0.3274 3.2118 8.9642
C22 0.3990 1.8852 9.7154
C23 1.2864 0.8723 8.9774
C24 1.0139 0.8180 7.5029
C25 1.4343 -0.2757 6.7863
C26 0.5631 -5.2840 1.7368
C27 -3.4713 -4.2683 2.7681
H1 -4.5968 -4.5624 0.9505
H2 -5.5355 -4.8416 2.4038
H3 -4.3508 -6.9779 2.8167
H4 -4.9097 -6.9858 1.1572
H5 -3.3493 -8.7037 0.9103
H6 -2.7412 -7.7413 -0.4231
H7 -1.1087 -8.9042 1.8927
H8 -0.9835 -9.3647 0.2102
H9 0.8684 -7.7744 1.0103
H10 0.0078 -7.2143 -0.4057
H11 -1.3053 -2.8583 3.1740
H12 2.2706 -3.7166 3.1735
H13 0.1541 -1.4921 3.2005
H14 2.3151 -2.2246 5.2060
H15 0.2646 0.5559 3.7272
H16 -1.8512 3.9631 7.0704
H17 -0.5305 5.0638 7.4099
H18 -1.1264 4.9625 4.9235
H19 0.5450 4.5717 5.2652
H20 -0.2912 2.8834 3.6950
H21 -1.7106 2.5820 4.6721
H22 1.2945 3.7226 8.9894
H23 -0.3923 3.8928 9.4303
H24 0.7636 2.0382 10.7394
H25 -0.6132 1.4761 9.8199
H26 2.3448 1.1183 9.1237
H27 1.1592 -0.1317 9.4059
H28 1.9460 -1.0775 7.2863
H29 1.5860 -5.5238 1.5067
H30 -3.6145 -3.1807 2.7176
H31 -3.5612 -4.5258 3.8305
C28 7.3357 -1.3631 6.0480
C29 6.6329 -0.1766 6.0054
C30 5.9350 0.1685 4.8657
C31 5.9222 -0.6628 3.7570
C32 5.1789 -0.2377 2.5119
C33 6.1089 0.4328 1.4665
C34 5.6071 -0.0443 0.0798
C35 4.4975 -1.0799 0.3626
N3 4.5153 -1.3722 1.8081
C36 6.6421 -1.8459 3.8104
C37 7.3452 -2.1963 4.9480
H32 7.8812 -1.6375 6.9368
H33 6.6354 0.4794 6.8619
H34 5.4056 1.1037 4.8216
H35 4.3873 0.4752 2.7989
H36 6.0981 1.5272 1.5548
H37 7.1469 0.1195 1.6398
H38 5.2281 0.7843 -0.5349
H39 6.4243 -0.4984 -0.4972
H40 3.5046 -0.7128 0.0737
H41 4.6649 -2.0112 -0.1883
H42 3.5766 -1.5375 2.1857
H43 6.6556 -2.4834 2.9445
H44 7.9053 -3.1180 4.9778

LUMO, eV: -4.32
Gap between HOMO and LUMO, eV: 5.3
HOMO energy, eV: -9.6
E_tot, eV: -43548.1800
Energy relative to the best compared isomer or geometry (same formula, charge and spin), kcal per mole: 1.8
Charge: +1

---

Record 3
Here is a cluster of 2 separate species, C3H2FN in total at a distorted geometry from the OMol25 dataset. Energies are from ωB97M-V with the def2-TZVPD basis set.

Atoms and positions in Å:
C1 -1.1273 0.0021 -0.2825
C2 2.1239 -0.0343 0.0903
C3 0.9639 -0.2563 -0.0673
N1 -2.2505 0.0419 0.2184
F1 3.4573 0.1410 0.0678
H1 -0.8538 0.5650 -1.0939
H2 -2.3135 -0.4594 1.0672

LUMO, eV: -0.28
Gap between HOMO and LUMO, eV: 10.0
HOMO energy, eV: -10.2
E_tot, eV: -7344.2235
Energy relative to the best compared isomer or geometry (same formula, charge and spin), kcal per mole: 126.6
Charge: 0

---

Record 4
Here is a structure of composition C45H44NP2Ti at a distorted geometry from the OMol25 dataset. Energies are from ωB97M-V with the def2-TZVPD basis set.

Atoms and positions in Å:
C1 0.7283 -1.7167 -3.3565
C2 -0.2757 -2.1227 -2.4377
C3 -1.6316 -2.0398 -2.7883
C4 -1.9961 -1.7741 -4.0994
C5 -1.0111 -1.4730 -5.0314
C6 0.3193 -1.3885 -4.6488
P1 0.1326 -2.0958 -0.6475
C7 -1.1544 -3.2035 0.0184
C8 -2.1292 -2.6618 0.8724
C9 -3.1728 -3.4890 1.3040
C10 -3.2322 -4.8317 0.9237
C11 -2.2099 -5.3562 0.1247
C12 -1.1454 -4.5685 -0.3073
Ti1 -0.4246 -0.0155 0.5511
P2 0.0799 2.0531 -0.4692
C13 -1.3168 2.1465 -1.7236
C14 -0.9956 2.3807 -3.0797
C15 -1.9863 2.2379 -4.0299
C16 -3.2505 1.7656 -3.6724
C17 -3.5347 1.4538 -2.3474
C18 -2.5683 1.6276 -1.3715
C19 -0.0597 3.4799 0.6078
C20 0.8092 3.5260 1.7171
C21 0.4851 4.3210 2.8040
C22 -0.6917 5.0745 2.7949
C23 -1.5585 5.0172 1.7026
C24 -1.2589 4.2141 0.6150
C25 1.6843 2.1447 -1.3481
C26 2.6283 1.0986 -1.2845
C27 3.8568 1.2620 -1.9049
C28 4.1399 2.4631 -2.5635
C29 3.2304 3.5252 -2.5596
C30 2.0156 3.3878 -1.9039
C31 1.7131 -2.9839 -0.5239
C32 2.2192 -3.7253 -1.6043
C33 3.4690 -4.3357 -1.5106
C34 4.1903 -4.2652 -0.3208
C35 3.6493 -3.6159 0.7929
C36 2.3982 -3.0059 0.7069
H1 1.7071 2.9043 1.7519
H2 1.1478 4.3111 3.6752
H3 -0.9517 5.6795 3.6618
H4 -2.4920 5.5793 1.7009
H5 -1.9653 4.1201 -0.2137
H6 -0.0037 2.7038 -3.3824
H7 -1.7416 2.5421 -5.0475
H8 -4.0110 1.6599 -4.4406
H9 -4.5353 1.1238 -2.0595
H10 -2.8230 1.4476 -0.3183
H11 2.4812 0.2175 -0.6214
H12 4.6132 0.4869 -1.7986
H13 5.1229 2.6075 -3.0166
H14 3.4813 4.4917 -2.9924
H15 1.3620 4.2540 -1.7148
H16 1.6465 -3.8131 -2.5235
H17 3.8559 -4.8761 -2.3738
H18 5.1582 -4.7562 -0.2509
H19 4.1963 -3.5986 1.7333
H20 1.9469 -2.5531 1.5914
H21 -2.0507 -1.6288 1.2373
H22 -3.9283 -3.0828 1.9741
H23 -4.0404 -5.4683 1.2798
H24 -2.2180 -6.4109 -0.1393
H25 -0.3099 -4.9888 -0.8504
H26 -2.4235 -2.2127 -2.0525
H27 -3.0673 -1.8123 -4.3301
H28 -1.2255 -1.1990 -6.0733
H29 1.0173 -1.0912 -5.4261
H30 1.7851 -1.7338 -3.0451
H31 0.0600 0.2140 -2.1703
H32 -0.3797 0.0416 -1.4961
C37 -1.9695 1.8621 4.4261
N1 -2.0089 0.7831 3.4926
C38 -2.0048 1.1410 2.0680
C39 -1.3401 -0.4855 3.8611
C40 0.1360 -0.4573 3.6148
C41 0.9920 -0.3838 4.7260
C42 2.3561 -0.1174 4.5914
C43 2.8861 0.0809 3.3305
C44 2.0537 0.0238 2.2112
C45 0.6892 -0.2295 2.3445
H33 -2.6885 2.6332 4.1312
H34 -0.9677 2.3325 4.4970
H35 -2.2325 1.4297 5.4043
H36 -0.9745 1.5223 1.7662
H37 -2.3475 0.2492 1.4209
H38 -2.7349 1.9671 1.9525
H39 -1.5169 -0.6956 4.9318
H40 -1.9419 -1.2529 3.2868
H41 0.5885 -0.4569 5.7387
H42 3.0052 -0.0938 5.4757
H43 3.9478 0.2861 3.2136
H44 2.5136 0.1921 1.2461

LUMO (alpha / beta), eV: -6.64 / -6.35
Gap between HOMO and LUMO (alpha / beta), eV: 7.0 / 7.3
HOMO energy (alpha / beta), eV: -13.6 / -13.7
E_tot, eV: -90543.9471
Multiplicity: 2
Charge: +2

---

Record 5
Here is a cluster of 3 separate species, C11H17F3NO7 in total at a distorted geometry from the OMol25 dataset. Energies are from ωB97M-V with the def2-TZVPD basis set.

Atoms and positions in Å:
C1 -4.6890 -5.4507 0.0185
N1 -5.5291 -4.8365 1.0125
C2 -5.7668 -3.5773 0.8079
O1 -4.9331 -2.5412 1.9425
C3 -4.4528 -1.4510 1.5299
F1 -3.2945 -1.5707 0.7460
F2 -4.0552 -0.6099 2.5556
F3 -5.2885 -0.6818 0.7388
H1 -5.2004 -5.6501 -0.9440
H2 -3.7763 -4.8680 -0.2349
H3 -4.3342 -6.4291 0.3714
H4 -5.4186 -3.1478 -0.1545
H5 -6.7784 -3.2208 1.0199
C4 -0.6058 0.8116 0.8909
C5 0.3176 -0.1924 0.2687
C6 0.9931 -1.1508 1.2330
O2 2.2422 -1.4256 0.5768
C7 2.5345 -0.3740 -0.2115
O3 3.5949 -0.1839 -0.7340
O4 1.4778 0.4503 -0.3226
H6 -1.0459 1.4576 0.1335
H7 -1.4123 0.2797 1.3998
H8 -0.0740 1.4371 1.6100
H9 -0.1851 -0.7472 -0.5265
H10 0.4506 -2.0768 1.3949
H11 1.2077 -0.6691 2.1902
C8 5.6641 2.9136 -0.9512
C9 4.4902 3.8509 -1.0291
C10 3.1296 3.1957 -0.8841
O5 2.2943 4.0588 -1.6696
C11 3.0670 4.6458 -2.6087
O6 2.6586 5.2692 -3.5383
O7 4.3772 4.4314 -2.3436
H12 6.6007 3.4535 -1.0843
H13 5.6781 2.4210 0.0220
H14 5.5863 2.1488 -1.7237
H15 4.5975 4.6795 -0.3217
H16 2.7567 3.1549 0.1354
H17 3.1212 2.1953 -1.3159

LUMO, eV: 2.23
Gap between HOMO and LUMO, eV: 6.2
HOMO energy, eV: -3.9
E_tot, eV: -35659.3645
Charge: -1

---

Record 6
Here is a structure of composition CHNO2S at a distorted geometry from the OMol25 dataset. Energies are from ωB97M-V with the def2-TZVPD basis set.

Atoms and positions in Å:
C1 -0.6006 0.4743 -0.0776
N1 -0.0249 1.6625 -0.0063
O1 1.6698 1.2935 0.0119
O2 -0.3889 2.7727 -0.0017
S1 -2.2514 0.2228 0.0179
H1 0.2179 -0.1926 -0.2203

LUMO (alpha / beta), eV: -3.69 / -3.69
Gap between HOMO and LUMO (alpha / beta), eV: 6.8 / 6.8
HOMO energy (alpha / beta), eV: -10.5 / -10.5
E_tot, eV: -17465.8931
Energy relative to the best compared isomer or geometry (same formula, charge and spin), kcal per mole: 144.9
Charge: 0

---

Record 7
Here is an isolated molecule of C4H6N2O at a distorted geometry from the OMol25 dataset. Energies are from ωB97M-V with the def2-TZVPD basis set.

Atoms and positions in Å:
C1 0.4903 -0.1050 -1.4354
N1 -0.7966 0.3337 -1.4237
N2 -1.7025 -0.0894 -0.4470
C2 -1.2115 -0.0793 0.8121
O1 -0.1120 0.5240 1.2324
C3 1.3563 0.3170 0.9508
C4 1.3695 -0.7515 -0.0661
H1 1.0960 0.1365 -2.3989
H2 -1.8302 -0.6170 1.7294
H3 1.6729 -0.2225 1.9899
H4 1.9262 1.3703 0.5791
H5 2.4209 -1.0566 -0.3276
H6 1.0774 -1.7996 0.0948

LUMO, eV: 0.52
Gap between HOMO and LUMO, eV: 9.7
HOMO energy, eV: -9.2
E_tot, eV: -9267.7487
Energy relative to the best compared isomer or geometry (same formula, charge and spin), kcal per mole: 132.7
Charge: 0

---

Record 8
Here is an isolated molecule of C9H12N2S at a distorted geometry from the OMol25 dataset. Energies are from ωB97M-V with the def2-TZVPD basis set.

Atoms and positions in Å:
H1 5.0566 0.9755 -0.9582
N1 4.0703 1.1525 -0.8076
C1 3.4021 0.2645 -0.2379
S1 4.0980 -1.2959 0.3388
C2 1.9678 0.4738 0.0150
C3 1.5297 1.7403 0.4011
C4 0.1782 1.9139 0.6347
N2 -0.7169 0.9498 0.5069
C5 -0.3190 -0.2504 0.1167
C6 -1.3497 -1.3362 -0.0260
C7 -2.7635 -0.9030 0.3573
C8 -3.3941 0.0074 -0.6881
C9 1.0232 -0.5317 -0.1395
H2 3.0263 -1.7195 1.0033
H3 2.2369 2.5446 0.5143
H4 -0.2158 2.8732 0.9440
H5 -1.3397 -1.6904 -1.0610
H6 -1.0410 -2.1767 0.6035
H7 -3.3810 -1.7957 0.4811
H8 -2.7231 -0.3796 1.3125
H9 -4.3995 0.2898 -0.3852
H10 -3.4551 -0.4961 -1.6509
H11 -2.8000 0.9098 -0.8010
H12 1.3091 -1.5198 -0.4739

LUMO, eV: 0.30
Gap between HOMO and LUMO, eV: 9.9
HOMO energy, eV: -9.6
E_tot, eV: -23342.9914
Energy relative to the best compared isomer or geometry (same formula, charge and spin), kcal per mole: 0.0
Charge: 0

---

Record 9
Here is a structure of composition C2BrClFIO at a distorted geometry from the OMol25 dataset. Energies are from ωB97M-V with the def2-TZVPD basis set.

Atoms and positions in Å:
C1 -0.4951 0.2577 -0.4701
C2 0.7612 -0.4936 0.3277
O1 -0.4405 1.4133 -0.6978
F1 0.5463 -0.3417 1.6400
Cl1 -1.8028 -0.7776 -0.8283
Br1 0.8407 -2.3801 -0.0689
I1 2.5670 0.5147 -0.2486

LUMO, eV: -0.41
Gap between HOMO and LUMO, eV: 9.6
HOMO energy, eV: -10.0
E_tot, eV: -97503.6089
Energy relative to the best compared isomer or geometry (same formula, charge and spin), kcal per mole: 6.5
Charge: 0